Entry 1:
Formula: C16H35N2PS2
Source: the OMol25 dataset
Level of theory: the ωB97M-V functional and the def2-TZVPD basis

XYZ file:
```
56
Properties=species:S:1:pos:R:3
C 5.762 -2.037 0.095
C 4.813 -2.730 1.069
C 3.720 -1.822 1.633
C 2.623 -1.532 0.607
N 1.842 -0.321 0.894
C 0.656 -0.245 0.016
C -0.303 0.915 0.304
C -1.661 0.440 0.812
C -2.617 1.608 1.047
P -4.146 1.350 2.102
C -4.097 -0.458 2.456
C -5.469 1.393 0.808
C -5.340 0.476 -0.412
C -6.265 -0.738 -0.352
N -7.638 -0.346 -0.673
C 2.608 0.864 1.055
S 2.425 1.815 2.359
S 3.951 1.271 -0.014
C 3.527 0.745 -1.705
C 4.528 1.418 -2.661
C 3.835 2.317 -3.677
H 6.041 -1.045 0.454
H 6.677 -2.616 -0.036
H 5.316 -1.911 -0.894
H 4.333 -3.576 0.563
H 5.383 -3.157 1.897
H 4.152 -0.890 2.005
H 3.259 -2.310 2.495
H 3.030 -1.534 -0.413
H 1.893 -2.345 0.642
H 0.958 -0.251 -1.037
H 0.131 -1.189 0.183
H -0.449 1.513 -0.601
H 0.135 1.576 1.050
H -1.504 -0.132 1.731
H -2.093 -0.254 0.084
H -2.063 2.436 1.497
H -2.974 1.969 0.077
H -5.026 -0.720 2.967
H -3.278 -0.669 3.144
H -3.981 -1.096 1.578
H -5.567 2.440 0.513
H -6.398 1.153 1.337
H -5.589 1.035 -1.319
H -4.310 0.129 -0.540
H -6.272 -1.141 0.663
H -5.876 -1.532 -1.003
H -7.774 -0.277 -1.675
H -8.307 -1.027 -0.335
H 3.566 -0.339 -1.794
H 2.515 1.077 -1.924
H 5.251 2.006 -2.089
H 5.104 0.648 -3.177
H 3.261 3.096 -3.170
H 4.559 2.802 -4.333
H 3.145 1.747 -4.302
```

Computed properties:
- Highest occupied orbital energy: -8.19 eV
- Kohn-Sham gap: 0.29778 Ha
- SMILES: CCCCN(CCCCP(C)CCCN)C(=S)SCCC
- Total energy: -51098.4171 eV

***

Entry 2:
Formula: C2H19FeO10
Source: the OMol25 dataset
Level of theory: the ωB97M-V functional and the def2-TZVPD basis

XYZ file:
```
32
Properties=species:S:1:pos:R:3
Fe 2.609 2.733 0.529
C -1.037 0.639 0.035
C 0.454 0.733 0.029
O 0.967 1.849 0.540
O 1.171 -0.149 -0.430
H -1.361 -0.394 0.074
H -1.354 1.051 -0.929
H -1.467 1.258 0.815
O -2.693 -2.761 1.582
H -2.106 -3.458 1.890
H -2.441 -2.622 0.656
O -2.512 -2.599 -1.316
H -1.899 -2.331 -2.016
H -2.892 -1.763 -1.005
O 3.215 1.742 2.264
H 3.994 1.322 2.656
H 2.546 1.777 2.965
O 1.543 -1.418 2.441
H 1.113 -0.706 1.957
H 2.368 -1.569 1.966
O 2.918 -1.346 -2.409
H 2.418 -0.852 -1.746
H 3.691 -1.689 -1.951
O -4.368 -0.459 -1.422
H -4.502 -0.897 -2.271
H -4.856 0.369 -1.484
O 1.847 4.396 1.560
H 2.228 5.287 1.568
H 0.895 4.508 1.708
O -0.376 -1.204 -2.762
H -0.240 -0.587 -3.487
H 0.125 -0.861 -2.007
```

Computed properties:
- Relative energy (zero: lowest compared OMol25 entry of this formula, charge and spin): 0.0000 eV
- 2S+1: 5
- Net charge: +1
- Highest occupied orbital energy (spin up / spin down): -12.40 / -12.40 eV
- Kohn-Sham gap (spin up / spin down): 0.24310 / 0.23973 Ha
- Total energy: -57238.0047 eV
- <S²>: 6.01

***

Entry 3:
Formula: C12H9F9I2IrO5SSc
Source: the OMol25 dataset
Level of theory: the ωB97M-V functional and the def2-TZVPD basis

XYZ file:
```
40
Properties=species:S:1:pos:R:3
I 0.020 -3.491 -0.725
I 0.212 3.385 -0.532
Ir -1.483 1.300 -0.616
Sc 0.040 -1.030 0.404
S 0.578 0.462 -1.657
C -2.477 -0.358 -0.740
C -1.588 -1.784 1.934
C 0.212 0.139 -3.474
C 0.962 1.225 -4.250
C -1.276 0.247 -3.754
C 0.749 -1.250 -3.805
C -1.818 1.690 1.234
C -2.939 2.383 -1.247
O -2.538 -2.214 2.411
O -3.164 -1.281 -0.910
O -2.067 1.995 2.318
O -3.854 3.013 -1.570
H 0.758 1.111 -5.323
H 2.042 1.153 -4.093
H 0.635 2.221 -3.940
H -1.426 0.261 -4.842
H -1.678 1.173 -3.328
H -1.810 -0.605 -3.330
H 0.519 -1.492 -4.856
H 0.294 -2.011 -3.154
H 1.836 -1.291 -3.661
F 0.112 1.586 4.209
C 0.199 0.241 4.312
F 0.528 -0.063 5.590
F -1.042 -0.259 4.067
C 1.224 -0.342 3.285
O 0.710 -0.272 2.000
C 2.520 0.523 3.291
F 2.992 0.744 4.543
F 3.487 -0.082 2.556
F 2.275 1.718 2.706
C 1.510 -1.829 3.667
F 2.285 -1.953 4.765
F 0.334 -2.492 3.884
F 2.124 -2.471 2.632
```

Computed properties:
- Relative energy (zero: lowest compared OMol25 entry of this formula, charge and spin): 1.8374 eV
- 2S+1: 5
- Net charge: +4
- Highest occupied orbital energy (spin up / spin down): -23.81 / -23.79 eV
- Kohn-Sham gap (spin up / spin down): 0.26891 / 0.17624 Ha
- Total energy: -97812.7189 eV
- <S²>: 6.01

***

Entry 4:
Formula: C57H82FN3O3Pb
Source: the OMol25 dataset
Level of theory: the ωB97M-V functional and the def2-TZVPD basis

XYZ file:
```
147
Properties=species:S:1:pos:R:3
Pb 0.568 0.352 -0.381
C 5.661 -4.509 -1.705
C 5.792 -3.474 -2.834
C 6.967 -2.555 -2.496
C 6.099 -4.193 -4.155
C 4.474 -2.708 -2.933
C 4.358 -1.356 -2.679
C 3.120 -0.727 -2.546
C 3.247 0.744 -2.158
N 2.069 1.612 -1.920
C 1.395 2.043 -3.165
C -0.016 1.499 -3.374
N -0.899 1.615 -2.203
C -1.202 3.003 -1.842
C -0.947 3.309 -0.365
N 0.380 2.900 0.116
C 1.442 3.654 -0.573
C 2.551 2.787 -1.163
C 0.435 3.024 1.584
C 1.360 2.169 2.461
C 1.203 2.484 3.816
C 1.887 1.836 4.820
C 2.768 0.822 4.429
C 2.978 0.466 3.111
C 2.258 1.153 2.081
O 2.471 0.836 0.815
C 4.005 -0.622 2.756
C 3.371 -1.766 1.946
C 4.620 -1.260 4.005
C 5.146 0.012 1.940
C 1.719 2.172 6.301
C 0.781 3.360 6.525
C 1.137 0.957 7.039
C 3.086 2.526 6.906
C -2.107 0.800 -2.510
C -3.355 0.926 -1.648
C -4.264 1.912 -2.029
C -5.510 2.037 -1.445
C -5.856 1.085 -0.497
C -5.061 -0.007 -0.158
C -3.750 -0.015 -0.689
O -2.847 -1.021 -0.404
C -5.766 -1.143 0.632
C -5.211 -2.543 0.301
C -5.721 -0.910 2.150
C -7.255 -1.179 0.221
C -6.559 3.038 -1.923
C -6.005 3.994 -2.982
C -7.724 2.251 -2.548
C -7.084 3.878 -0.751
C 1.937 -1.486 -2.625
O 0.780 -0.998 -2.201
C 2.031 -2.817 -3.121
C 3.289 -3.392 -3.209
C 0.803 -3.695 -3.417
C 0.437 -4.456 -2.133
C -0.428 -2.902 -3.885
C 1.117 -4.700 -4.536
H 6.597 -5.058 -1.571
H 4.871 -5.230 -1.918
H 5.415 -4.009 -0.765
H 7.883 -3.143 -2.409
H 6.802 -2.045 -1.544
H 7.119 -1.804 -3.275
H 7.043 -4.739 -4.084
H 6.176 -3.471 -4.971
H 5.315 -4.907 -4.410
H 5.249 -0.752 -2.533
H 3.875 1.232 -2.917
H 3.805 0.754 -1.222
H 1.981 1.723 -4.031
H 1.377 3.135 -3.180
H 0.065 0.437 -3.587
H -0.455 2.006 -4.246
H -2.249 3.236 -2.037
H -0.609 3.674 -2.465
H -1.700 2.780 0.225
H -1.101 4.388 -0.209
H 1.923 4.348 0.124
H 0.985 4.265 -1.354
H 3.139 2.407 -0.337
H 3.188 3.420 -1.797
H -0.576 2.822 1.946
H 0.643 4.075 1.831
H 0.504 3.279 4.062
H 3.301 0.289 5.204
H 2.597 -2.260 2.538
H 4.135 -2.505 1.690
H 2.930 -1.406 1.020
H 3.854 -1.715 4.637
H 5.180 -0.532 4.597
H 5.313 -2.045 3.696
H 4.759 0.417 1.007
H 5.905 -0.741 1.708
H 5.616 0.821 2.505
H -0.229 3.141 6.171
H 1.145 4.255 6.016
H 0.721 3.579 7.593
H 0.134 0.732 6.670
H 1.077 1.155 8.112
H 1.753 0.070 6.886
H 3.534 3.366 6.369
H 3.776 1.683 6.852
H 2.976 2.806 7.957
H -1.793 -0.244 -2.550
H -2.429 1.088 -3.519
H -3.973 2.579 -2.829
H -6.837 1.158 -0.050
H -4.341 -2.796 0.897
H -4.946 -2.629 -0.754
H -5.973 -3.292 0.518
H -4.730 -1.082 2.559
H -6.411 -1.601 2.641
H -6.026 0.110 2.401
H -7.362 -1.158 -0.866
H -7.828 -0.353 0.644
H -7.703 -2.101 0.590
H -5.715 3.461 -3.890
H -5.142 4.546 -2.602
H -6.772 4.720 -3.254
H -7.364 1.600 -3.347
H -8.461 2.940 -2.968
H -8.226 1.626 -1.807
H -6.277 4.463 -0.306
H -7.532 3.259 0.028
H -7.849 4.569 -1.110
H 3.358 -4.439 -3.475
H 0.199 -3.744 -1.340
H 1.276 -5.071 -1.799
H -0.429 -5.104 -2.298
H -0.794 -2.249 -3.102
H -1.224 -3.600 -4.161
H -0.186 -2.292 -4.760
H 1.828 -5.465 -4.225
H 1.525 -4.185 -5.409
H 0.199 -5.211 -4.836
F -0.631 -1.603 4.566
C -1.167 -1.426 3.344
C -1.154 -2.482 2.451
C -1.723 -2.313 1.202
C -2.320 -1.105 0.864
C -2.321 -0.054 1.770
C -1.734 -0.214 3.019
H -0.713 -3.427 2.737
H -1.716 -3.115 0.475
H -2.785 0.889 1.506
H -1.716 0.598 3.735
```

Computed properties:
- Highest occupied orbital energy: -6.90 eV
- Kohn-Sham gap: 0.26416 Ha
- Total energy: -79019.9087 eV

***

Entry 5:
Formula: C12H17Cl2F5O2Re
Source: the OMol25 dataset
Level of theory: the ωB97M-V functional and the def2-TZVPD basis

XYZ file:
```
39
Properties=species:S:1:pos:R:3
C -0.326 0.873 -1.316
C -1.254 -0.169 -0.946
C -0.433 -1.346 -0.615
C -2.698 -0.200 -1.350
C 0.854 -1.141 -1.207
C 0.930 0.192 -1.761
C 1.871 0.752 -2.572
C -0.728 2.213 -1.802
C -0.990 -2.657 -0.172
C 1.956 -2.122 -1.228
Re -0.272 0.394 0.813
Cl -2.497 -0.031 1.586
Cl -0.614 2.529 1.597
O 1.585 0.344 0.994
H -3.200 0.736 -1.080
H -3.222 -1.032 -0.868
H -2.786 -0.325 -2.443
H -1.833 -2.510 0.513
H -0.223 -3.248 0.341
H -1.343 -3.231 -1.041
H 1.813 -2.923 -0.489
H 2.915 -1.625 -1.013
H 2.043 -2.594 -2.220
H 2.755 0.180 -2.843
H 2.785 2.573 -0.688
H 1.726 1.751 -2.980
H -1.622 2.565 -1.277
H -0.934 2.175 -2.881
H 0.091 2.920 -1.624
H 1.927 1.258 0.732
O 2.047 2.604 -0.046
H 2.179 3.416 0.475
F 1.073 0.716 3.500
C 0.144 -0.203 3.064
F 0.762 -1.428 2.920
C -0.901 -0.319 4.199
F -0.240 -0.518 5.376
F -1.623 0.811 4.332
F -1.716 -1.378 4.020
```

Computed properties:
- Relative energy (zero: lowest compared OMol25 entry of this formula, charge and spin): 0.0000 eV
- 2S+1: 4
- Net charge: -2
- Highest occupied orbital energy (spin up / spin down): 1.55 / 0.47 eV
- Kohn-Sham gap (spin up / spin down): 0.13744 / 0.17125 Ha
- Total energy: -57576.9773 eV
- <S²>: 3.79

***

Entry 6:
Formula: C21H69N21O12Rb
Source: the OMol25 dataset
Level of theory: the ωB97M-V functional and the def2-TZVPD basis

XYZ file:
```
124
Properties=species:S:1:pos:R:3
Rb -7.565 10.768 8.616
C -5.947 10.527 12.112
O -5.995 11.111 11.075
N -5.480 9.402 12.305
N -6.615 10.950 13.144
H -5.207 8.952 11.443
H -5.574 8.839 13.138
H -7.072 11.847 13.067
H -6.327 10.594 14.045
C -5.498 7.723 8.409
O -5.910 7.252 9.473
N -4.399 8.320 8.347
N -6.075 7.545 7.270
H -4.207 8.930 7.565
H -3.688 7.898 8.928
H -6.755 6.815 7.114
H -5.752 8.037 6.449
C -3.581 11.469 8.866
O -4.300 11.118 7.932
N -2.304 11.137 9.140
N -3.985 12.330 9.678
H -1.997 10.279 8.706
H -1.947 11.309 10.069
H -4.914 12.727 9.664
H -3.235 12.646 10.277
C -9.747 11.475 4.211
O -9.121 12.440 3.872
N -9.915 10.422 3.498
N -10.570 11.630 5.216
H -9.329 10.487 2.678
H -10.290 9.621 3.985
H -10.266 12.437 5.742
H -11.167 10.853 5.463
C -7.940 4.777 11.012
O -8.468 3.917 11.693
N -8.442 5.460 10.090
N -6.758 5.274 11.236
H -7.800 5.887 9.438
H -9.386 5.182 9.863
H -6.207 4.757 11.906
H -6.210 5.926 10.694
C -9.778 7.955 7.295
O -9.226 9.019 7.335
N -9.994 7.184 6.233
N -10.373 7.370 8.226
H -9.520 7.435 5.377
H -10.385 6.261 6.353
H -10.242 7.735 9.158
H -11.051 6.662 7.985
C -3.763 8.971 4.955
O -4.958 8.655 4.994
N -2.749 8.178 4.987
N -3.330 10.153 4.737
H -1.797 8.464 4.809
H -2.988 7.236 5.263
H -4.070 10.838 4.667
H -2.325 10.250 4.710
C -6.247 12.613 5.525
O -6.953 11.656 5.683
N -6.696 13.650 4.831
N -5.097 12.786 5.995
H -6.051 14.427 4.840
H -7.626 13.618 4.436
H -4.843 12.161 6.747
H -4.589 13.650 5.870
C -10.110 9.409 11.405
O -9.603 9.593 10.350
N -11.248 9.807 11.891
N -9.515 8.722 12.328
H -11.566 9.574 12.820
H -11.874 10.321 11.288
H -8.649 8.236 12.145
H -10.172 8.491 13.059
C -5.982 15.795 8.476
C -7.427 15.498 8.889
C -8.501 15.311 7.761
O -8.751 16.528 7.018
C -8.577 16.297 5.605
N -7.509 14.279 9.660
H -5.662 15.019 7.781
H -5.286 15.806 9.315
H -5.994 16.771 7.992
H -7.720 16.364 9.483
H -9.488 15.128 8.185
H -8.215 14.357 7.317
H -8.760 17.233 5.078
H -9.272 15.552 5.219
H -7.520 16.048 5.510
H -8.398 14.111 10.109
H -6.953 14.529 10.465
C -11.553 15.617 13.964
C -10.788 14.382 14.399
C -9.364 14.203 13.628
O -9.476 14.151 12.176
C -10.506 13.387 11.667
N -10.610 14.478 15.804
H -11.796 15.719 12.907
H -10.942 16.442 14.332
H -12.485 15.805 14.496
H -11.496 13.575 14.208
H -8.743 13.365 13.947
H -8.739 15.066 13.858
H -11.453 13.926 11.673
H -10.703 12.488 12.250
H -10.363 13.156 10.611
H -10.853 13.693 16.392
H -9.649 14.637 16.071
C -6.929 6.668 2.788
C -8.116 7.503 3.178
C -9.553 6.879 2.948
O -10.677 7.687 3.424
C -11.935 7.195 2.944
N -7.860 8.236 4.380
H -7.148 6.491 1.735
H -6.830 5.747 3.361
H -6.070 7.333 2.878
H -8.090 8.341 2.481
H -9.633 5.878 3.373
H -9.625 6.832 1.862
H -12.719 7.791 3.413
H -12.122 6.160 3.232
H -12.093 7.248 1.867
H -6.911 8.580 4.362
H -8.414 9.081 4.378
```

Computed properties:
- Relative energy (zero: lowest compared OMol25 entry of this formula, charge and spin): 2.9169 eV
- Net charge: +1
- Highest occupied orbital energy: -10.46 eV
- Kohn-Sham gap: 0.30524 Ha
- Total energy: -79411.3719 eV

***

Entry 7:
Formula: CH2NO2S
Source: the OMol25 dataset
Level of theory: the ωB97M-V functional and the def2-TZVPD basis

XYZ file:
```
7
Properties=species:S:1:pos:R:3
O 0.509 1.433 0.014
C 0.766 0.218 -0.012
S 2.261 -0.629 -0.082
N -0.373 -0.578 0.022
O -1.635 0.048 -0.116
H -0.283 -1.413 0.613
H -1.245 0.921 -0.439
```

Computed properties:
- Relative energy (zero: lowest compared OMol25 entry of this formula, charge and spin): 1.0674 eV
- Net charge: -1
- Highest occupied orbital energy: -3.37 eV
- Kohn-Sham gap: 0.27132 Ha
- SMILES: [O-]C(=S)NO
- Total energy: -17489.9435 eV

***

Number 1: F_max 0.53 eV/Å. Number 2: F_max 1.51 eV/Å. Number 3: F_max 7.53 eV/Å. Number 4: F_max 0.69 eV/Å. Number 5: F_max 5.19 eV/Å. Number 6: F_max 9.28 eV/Å. Number 7: F_max 2.13 eV/Å.